Record 1
Below is a structure of composition C42H40GeN5ORh, with properties calculated with ωB97M-V with the def2-TZVPD basis set.

Last column: Mulliken charge in e.
Geometry (Å):
Rh (-0.527, 0.987, -0.167)  -1.263
C (-1.453, 3.713, 0.889)  -0.941
C (-2.801, 3.077, 1.158)  -1.022
C (-2.876, 1.661, 1.683)  0.532
C (-3.877, 1.405, 2.614)  -1.070
C (-4.190, 0.111, 2.983)  -0.968
C (-3.501, -0.921, 2.378)  -1.537
C (-2.492, -0.605, 1.493)  -1.472
N (-2.133, 0.650, 1.175)  1.731
N (-0.805, 3.184, -0.318)  0.353
C (-1.559, 3.398, -1.566)  -1.165
C (-2.396, 2.216, -1.971)  0.695
C (-3.507, 2.393, -2.776)  -1.122
C (-4.270, 1.297, -3.139)  -0.602
C (-3.915, 0.053, -2.655)  -1.398
C (-2.798, -0.058, -1.850)  -0.506
N (-2.026, 0.992, -1.539)  0.881
C (0.552, 3.724, -0.457)  -1.027
C (1.322, 2.862, -1.420)  0.308
C (2.346, 3.376, -2.193)  -1.012
C (2.959, 2.565, -3.138)  -0.906
C (2.482, 1.280, -3.319)  -1.199
C (1.455, 0.832, -2.510)  -0.867
N (0.920, 1.578, -1.536)  1.872
H (-0.773, 3.519, 1.717)  0.499
H (-1.583, 4.798, 0.797)  0.446
H (-3.421, 3.116, 0.254)  0.238
H (-3.321, 3.711, 1.875)  0.707
H (-4.433, 2.238, 3.022)  0.540
H (-4.972, -0.083, 3.705)  0.456
H (-3.715, -1.960, 2.587)  0.623
H (-1.941, -1.400, 1.023)  1.158
H (-0.842, 3.581, -2.369)  0.464
H (-2.184, 4.294, -1.500)  0.469
H (-3.773, 3.389, -3.104)  0.565
H (-5.138, 1.421, -3.772)  0.443
H (-4.488, -0.834, -2.885)  0.555
H (-2.503, -1.006, -1.441)  1.025
H (1.018, 3.723, 0.528)  0.392
H (0.533, 4.756, -0.821)  0.649
H (2.640, 4.410, -2.071)  0.588
H (3.768, 2.947, -3.745)  0.473
H (2.892, 0.620, -4.069)  0.574
H (1.051, -0.156, -2.632)  0.984
C (-2.634, -4.323, -2.531)  -0.739
C (-1.903, -3.363, -3.219)  -0.977
C (-1.038, -2.527, -2.529)  0.382
C (-0.876, -2.632, -1.143)  -0.880
C (-1.607, -3.615, -0.474)  0.222
C (-2.484, -4.450, -1.159)  -0.947
Ge (0.283, -1.408, -0.132)  3.660
C (2.108, -1.644, -0.833)  -0.240
C (2.396, -2.282, -2.041)  0.164
C (3.709, -2.435, -2.472)  -0.808
C (4.758, -1.961, -1.699)  -0.896
C (4.490, -1.371, -0.470)  -0.800
C (3.178, -1.230, -0.044)  -0.442
C (0.480, -2.188, 1.663)  -0.248
C (1.141, -3.419, 1.720)  -0.762
C (1.369, -4.050, 2.934)  -0.778
C (0.948, -3.458, 4.118)  -0.690
C (0.296, -2.235, 4.081)  -1.086
C (0.064, -1.611, 2.860)  0.402
H (-3.307, -4.980, -3.066)  0.439
H (-2.007, -3.268, -4.292)  0.496
H (-0.500, -1.771, -3.090)  0.288
H (-1.476, -3.752, 0.595)  0.377
H (-3.037, -5.209, -0.621)  0.471
H (1.597, -2.683, -2.652)  0.284
H (3.912, -2.942, -3.407)  0.485
H (5.780, -2.084, -2.033)  0.421
H (5.308, -1.053, 0.166)  0.513
H (2.983, -0.849, 0.950)  0.370
H (1.489, -3.893, 0.808)  0.467
H (1.877, -5.006, 2.957)  0.483
H (1.125, -3.952, 5.064)  0.435
H (-0.042, -1.774, 5.001)  0.496
H (-0.456, -0.661, 2.842)  0.926
O (0.663, 1.561, 1.495)  0.286
N (1.858, 1.283, 2.027)  -0.145
C (2.984, 1.550, 1.339)  0.097
C (4.218, 1.355, 1.915)  -0.650
C (4.299, 0.875, 3.214)  -0.545
C (3.127, 0.620, 3.906)  -0.945
C (1.911, 0.843, 3.295)  -0.073
H (2.835, 1.892, 0.329)  0.122
H (5.105, 1.578, 1.338)  0.562
H (5.259, 0.708, 3.680)  0.448
H (3.138, 0.257, 4.923)  0.498
H (0.957, 0.708, 3.773)  0.717

As for the total charge: +2. The calculation puts the HOMO-LUMO gap at 0.292 Ha. As for the HOMO energy: -13.13 eV. The calculation puts the energy above the lowest of the compared OMol25 structures with the same formula, charge and spin at 0.0 kcal per mole.

Record 2
Below is a structure of composition C22H41BN7PV at a distorted geometry, with properties calculated with ωB97M-V with the def2-TZVPD basis set.

Last column: Mulliken charge in e.
Geometry (Å):
H (2.034, -2.396, -1.189)  0.726
N (1.139, -0.515, -1.526)  0.839
B (0.724, 1.835, -2.388)  0.113
N (1.193, 0.374, -2.584)  -0.187
C (1.880, -0.165, -3.609)  0.027
V (0.266, 0.071, 0.543)  -0.762
H (2.024, 0.415, -4.513)  0.509
C (2.318, -1.426, -3.214)  -1.257
H (2.908, -2.124, -3.782)  0.503
C (1.846, -1.598, -1.896)  -0.448
H (0.953, 2.536, -3.339)  -0.040
C (-0.661, 1.101, 1.840)  -1.233
H (-0.897, 0.406, 2.650)  0.385
H (-1.556, 1.643, 1.594)  0.330
H (0.036, 1.832, 2.258)  0.684
N (1.492, 2.304, -1.108)  -0.305
N (-0.781, 1.800, -2.048)  -0.291
N (1.432, 1.541, 0.063)  0.811
N (-1.228, 1.109, -0.931)  0.731
C (2.368, 3.299, -0.916)  -0.088
C (-1.831, 2.310, -2.717)  -0.114
H (2.535, 4.018, -1.701)  0.501
H (-1.688, 2.829, -3.646)  0.473
C (2.882, 3.203, 0.376)  -1.288
C (-2.984, 1.988, -2.020)  -1.320
C (2.299, 2.086, 0.963)  -0.201
C (-2.565, 1.247, -0.898)  -0.208
H (3.556, 3.876, 0.867)  0.450
H (-3.984, 2.246, -2.289)  0.483
H (2.394, 1.634, 1.945)  0.533
H (-3.195, 0.876, -0.099)  0.406
H (1.619, -0.734, 0.718)  0.121
C (-0.153, -4.997, 2.614)  -1.547
C (0.124, -3.529, 2.255)  1.581
C (0.044, -2.642, 3.506)  -1.626
C (1.555, -3.411, 1.709)  -0.971
P (-1.146, -2.930, 1.015)  -0.638
N (-0.609, -1.449, 0.570)  1.336
C (-1.261, -4.024, -0.494)  1.911
C (-2.235, -5.188, -0.225)  -1.816
C (-1.727, -3.180, -1.692)  -1.394
C (0.096, -4.625, -0.876)  -1.581
C (-2.846, -2.570, 1.717)  1.996
C (-3.310, -3.760, 2.570)  -1.910
C (-2.861, -1.321, 2.602)  -1.352
C (-3.840, -2.299, 0.575)  -1.833
H (0.576, -5.287, 3.385)  0.521
H (-0.005, -5.669, 1.758)  0.271
H (-1.155, -5.143, 3.034)  0.294
H (0.869, -2.931, 4.174)  0.631
H (0.180, -1.578, 3.258)  0.120
H (-0.884, -2.789, 4.071)  0.294
H (1.789, -4.102, 0.896)  0.295
H (1.746, -2.400, 1.327)  -0.060
H (2.272, -3.559, 2.531)  0.543
H (-3.274, -4.860, -0.106)  0.298
H (-2.205, -5.850, -1.102)  0.534
H (-1.926, -5.789, 0.642)  0.324
H (-1.093, -2.293, -1.806)  0.155
H (-1.635, -3.797, -2.598)  0.496
H (-2.772, -2.867, -1.620)  0.302
H (0.829, -3.844, -1.119)  -0.012
H (0.496, -5.311, -0.120)  0.329
H (-0.058, -5.223, -1.788)  0.655
H (-2.731, -3.851, 3.499)  0.337
H (-4.353, -3.564, 2.859)  0.539
H (-3.301, -4.711, 2.025)  0.309
H (-2.613, -0.414, 2.043)  -0.189
H (-3.884, -1.199, 2.988)  0.632
H (-2.201, -1.397, 3.471)  0.266
H (-3.507, -1.473, -0.070)  0.193
H (-4.054, -3.184, -0.031)  0.332
H (-4.793, -1.997, 1.035)  0.550

As for the total charge: +2. The calculation puts the HOMO-LUMO gap (alpha / beta) at 0.308 / 0.153 Ha. As for the HOMO energy (alpha / beta): -14.86 / -14.77 eV. The spin multiplicity is 2. As for the expectation value of S²: 0.76.

Record 3
Below is a structure of composition C2H2P2S2 at a distorted geometry, with properties calculated with ωB97M-V with the def2-TZVPD basis set.

Last column: Mulliken charge in e.
Geometry (Å):
C (1.528, 0.280, -0.206)  -0.420
C (-0.792, 0.901, 0.167)  0.163
P (-1.810, -2.429, -0.266)  -0.028
P (-0.100, -0.780, 0.053)  0.044
S (-2.230, 1.545, 0.467)  -0.150
S (0.703, 1.761, -0.490)  -0.007
H (2.283, -0.032, -1.014)  0.304
H (0.418, -1.246, 1.289)  0.094

The calculation puts the HOMO-LUMO gap (alpha / beta) at 0.237 / 0.215 Ha. As for the HOMO energy (alpha / beta): -8.24 / -7.49 eV. The spin multiplicity is 3. The calculation puts the energy above the lowest of the compared OMol25 structures with the same formula, charge and spin at 45.2 kcal per mole. As for the expectation value of S²: 2.14.

Record 4
Below is a cluster of 2 separate species, C2H7O in total at a distorted geometry, with properties calculated with ωB97M-V with the def2-TZVPD basis set.

Last column: Mulliken charge in e.
Geometry (Å):
O (2.402, -0.250, -0.856)  -1.124
H (2.273, -1.149, -1.173)  0.138
C (-0.292, 0.381, 0.943)  -0.743
C (-0.906, -0.078, -0.421)  -0.669
H (0.707, -0.056, 0.986)  0.244
H (-1.005, 0.205, 1.753)  0.300
H (-0.170, 1.466, 0.903)  0.199
H (-1.494, -0.991, -0.319)  0.228
H (-1.520, 0.731, -0.811)  0.230
H (0.007, -0.260, -1.003)  0.198

As for the total charge: -1. The calculation puts the HOMO-LUMO gap at 0.251 Ha. As for the HOMO energy: -2.20 eV. The calculation puts the energy above the lowest of the compared OMol25 structures with the same formula, charge and spin at 3.5 kcal per mole.

Record 5
Below is a structure of composition C3H3BeO3 at a distorted geometry, with properties calculated with ωB97M-V with the def2-TZVPD basis set.

Last column: Mulliken charge in e.
Geometry (Å):
H (-4.045, 0.399, -2.825)  0.258
O (-5.713, -1.376, -3.158)  -0.318
C (-5.229, -0.656, -3.977)  0.757
O (-4.308, 0.306, -3.756)  -0.367
O (-5.429, -0.632, -5.286)  -0.367
Be (-4.319, 0.616, -5.542)  0.368
H (-6.181, -1.267, -5.655)  0.467
C (-3.293, 0.444, -1.140)  -0.432
C (-4.145, 0.456, -0.240)  -0.791
H (-2.538, 0.194, -1.873)  0.424

The calculation puts the HOMO-LUMO gap (alpha / beta) at 0.224 / 0.193 Ha. As for the HOMO energy (alpha / beta): -7.55 / -7.55 eV. The spin multiplicity is 2. The calculation puts the energy above the lowest of the compared OMol25 structures with the same formula, charge and spin at 111.3 kcal per mole. As for the expectation value of S²: 0.75.

Record 6
Below is the molecule C5H8ClN3 at a distorted geometry, with properties calculated with ωB97M-V with the def2-TZVPD basis set.

Last column: Mulliken charge in e.
Geometry (Å):
C (1.724, 0.396, 0.835)  0.141
C (-0.719, 1.686, -0.605)  0.601
C (1.239, -0.879, 0.062)  -0.583
C (0.506, 2.147, -0.378)  -0.574
C (-1.306, -1.328, 0.419)  -0.450
N (1.407, 1.615, 0.602)  -0.573
N (-1.799, 1.408, -1.059)  -0.519
N (-0.141, -0.898, -0.317)  -0.192
Cl (-1.521, -3.180, 0.239)  -0.252
H (2.428, -0.009, 1.631)  0.293
H (-2.239, -0.870, 0.063)  0.264
H (1.930, -0.792, -0.845)  0.286
H (1.656, -1.794, 0.571)  0.321
H (1.006, 3.042, -0.816)  0.330
H (-1.271, -1.030, 1.475)  0.381
H (-2.640, 1.725, -0.555)  0.281
H (-0.259, -1.239, -1.323)  0.244

The calculation puts the HOMO-LUMO gap at 0.323 Ha. As for the HOMO energy: -8.09 eV. Its structure (SMILES) is N=C=C/N=C\CNCCl. The calculation puts the energy above the lowest of the compared OMol25 structures with the same formula, charge and spin at 67.4 kcal per mole.